ORCA calculation (wB97M-V/def2-TZVPD) on a structure of composition C35H42AuN3O4S at a distorted geometry.

Geometry as XYZ:
```
86
Properties=species:S:1:pos:R:3:forces:R:3
Au 0.357 -0.190 0.680 -0.89 -0.56 1.96
C 2.231 -3.526 -1.459 -0.07 -0.06 0.10
O 1.229 -4.460 -1.026 -0.03 0.08 -0.09
C 0.475 -4.297 0.087 0.15 0.00 -0.04
C -0.205 -5.431 0.501 -0.04 -0.01 0.07
C -1.030 -5.427 1.624 0.04 -0.03 -0.08
C -1.170 -4.271 2.351 -0.04 0.03 0.04
C -0.495 -3.104 1.959 -0.14 0.14 0.04
C -0.721 -1.926 2.771 0.02 -0.27 0.12
N -0.213 -0.771 2.566 0.01 0.22 -0.24
N -0.516 0.271 3.426 0.03 -0.02 -0.12
C -0.396 1.408 2.805 0.03 0.14 0.13
O 0.018 1.575 1.574 -0.25 0.36 -0.28
C -0.754 2.649 3.539 0.00 0.04 -0.20
C -0.165 3.855 3.166 -0.04 -0.01 -0.01
C -0.528 5.029 3.807 0.02 -0.06 -0.02
C -1.496 5.005 4.803 0.02 0.02 -0.01
C -2.085 3.803 5.173 0.01 0.01 0.03
C -1.713 2.624 4.547 0.04 -0.04 0.02
C 0.324 -3.092 0.813 0.09 0.25 -0.12
O 1.000 -2.020 0.396 0.02 -0.50 -0.84
H 2.783 -4.059 -2.228 0.00 -0.03 -0.01
H 2.902 -3.255 -0.646 0.00 0.00 0.03
H 1.791 -2.625 -1.878 -0.04 0.04 0.00
H -0.077 -6.325 -0.095 0.01 0.00 0.02
H -1.550 -6.329 1.916 0.00 0.01 -0.01
H -1.808 -4.239 3.225 0.03 -0.01 0.00
H -1.404 -2.016 3.613 0.16 -0.03 0.13
H 0.561 3.859 2.364 0.00 0.02 0.02
H -0.062 5.964 3.524 -0.02 0.00 -0.01
H -1.798 5.927 5.283 0.02 -0.02 0.02
H -2.839 3.788 5.949 -0.01 -0.01 -0.01
H -2.168 1.681 4.817 0.00 0.01 0.02
C 4.930 1.034 -1.302 -0.08 -0.03 -0.02
C 3.610 1.031 -2.032 0.06 -0.01 0.05
C 3.529 1.381 -3.377 0.04 0.01 0.02
C 2.300 1.375 -4.014 -0.15 0.02 -0.05
C 2.191 1.717 -5.480 0.01 0.02 0.08
C 1.144 1.044 -3.310 0.07 0.03 -0.19
C 1.183 0.688 -1.954 -0.28 -0.14 -0.04
C 2.456 0.683 -1.353 -0.10 -0.04 0.16
N 0.064 0.330 -1.205 0.85 0.41 -0.64
C -1.324 0.270 -1.700 0.13 -0.07 -0.07
C -1.814 1.646 -2.189 -0.12 -0.01 0.01
C -3.261 1.552 -2.693 0.03 0.00 -0.04
C -4.182 1.123 -1.551 0.04 -0.02 0.00
C -3.731 -0.247 -1.039 -0.02 0.01 -0.07
C -3.831 -1.280 -2.162 0.02 0.03 0.00
C -2.919 -0.854 -3.312 0.05 0.02 -0.04
C -3.345 0.526 -3.830 0.02 -0.02 0.09
C -1.468 -0.781 -2.821 -0.08 0.03 0.02
C -2.280 -0.155 -0.562 0.14 0.02 0.05
H 5.762 1.159 -1.994 -0.01 0.00 0.00
H 5.073 0.107 -0.744 -0.01 0.03 0.01
H 4.966 1.852 -0.578 0.02 -0.01 -0.02
H 4.424 1.660 -3.922 0.00 -0.04 0.00
H 3.170 1.941 -5.903 -0.02 0.00 0.00
H 1.548 2.587 -5.635 0.01 -0.02 0.00
H 1.761 0.886 -6.044 0.00 0.01 0.00
H 0.212 1.065 -3.853 0.09 0.00 -0.01
H 2.550 0.391 -0.310 0.10 0.02 -0.02
H -1.179 2.022 -2.989 -0.02 0.05 0.06
H -1.739 2.356 -1.359 0.00 -0.02 0.00
H -3.568 2.534 -3.061 -0.01 0.01 -0.02
H -5.219 1.070 -1.897 0.00 0.01 0.01
H -4.139 1.859 -0.741 -0.02 -0.01 -0.01
H -4.361 -0.554 -0.200 0.03 0.01 0.03
H -4.867 -1.362 -2.507 0.00 -0.01 0.01
H -3.525 -2.265 -1.793 -0.03 0.00 0.00
H -2.982 -1.587 -4.120 0.00 0.00 -0.02
H -4.367 0.480 -4.219 0.01 0.01 0.00
H -2.694 0.830 -4.656 -0.01 0.00 -0.01
H -0.819 -0.531 -3.659 0.01 -0.10 0.03
H -1.135 -1.750 -2.433 -0.02 0.00 0.02
H -1.974 -1.134 -0.172 -0.02 0.00 -0.01
H -2.217 0.580 0.249 0.00 -0.03 0.01
C 2.674 -1.788 4.004 -0.09 -0.07 0.07
S 2.940 -0.451 2.847 0.45 0.06 -0.40
C 3.420 0.773 4.061 -0.02 0.07 0.11
O 4.163 -0.787 2.060 -0.23 0.05 0.18
H 3.583 -1.932 4.587 -0.02 -0.05 -0.01
H 2.450 -2.679 3.419 0.00 0.01 0.01
H 1.827 -1.538 4.646 0.04 -0.02 0.00
H 2.565 0.983 4.707 0.04 0.02 -0.01
H 3.702 1.670 3.514 0.00 0.00 0.01
H 4.268 0.395 4.633 0.00 0.04 -0.01
```
Positions in Å, forces in eV/Å.

Results
Max |F|, hartree/bohr: 0.0432
E, eV: -64162.3131
Charge: 0
HOMO, eV: -6.97

Atomic partial charges in e from the Mulliken method, atoms 1 to 8: number 1, Au, carries 1.055; number 2, C, carries -0.504; number 3, O, carries -0.512; number 4, C, carries -0.188; number 5, C, carries -0.642; number 6, C, carries -0.831; number 7, C, carries -1.017; number 8, C, carries 1.534

---

ORCA calculation (wB97M-V/def2-TZVPD) on a cluster of 4 separate species, C4H14O4 in total at a distorted geometry.

Geometry as XYZ:
```
22
Properties=species:S:1:pos:R:3:forces:R:3
O -1.324 -0.891 1.383 -0.38 0.17 -0.30
C -0.326 -0.371 1.818 0.62 -1.70 0.39
C 1.072 -0.511 1.240 -1.10 1.03 0.58
C 1.207 -0.802 -0.245 -0.02 -0.02 0.45
C 2.632 -0.541 -0.753 0.18 0.04 -0.36
H -0.318 0.028 2.851 -0.17 0.35 -0.21
H 1.438 0.479 1.549 0.79 -0.31 -0.40
H 1.520 -1.282 1.872 0.28 0.11 0.06
H 0.927 -1.838 -0.432 -0.07 -0.02 0.00
H 0.465 -0.188 -0.760 0.20 0.04 -0.17
H 3.152 -1.439 -1.091 -0.25 -0.11 -0.05
H 3.306 -0.112 -0.009 -0.29 0.17 0.12
H 2.597 0.142 -1.601 0.15 0.03 -0.01
H -1.940 1.869 -2.500 0.10 0.30 -0.06
H -1.856 0.518 -1.833 0.29 0.21 0.33
O -1.392 1.385 -1.877 -0.46 -0.62 -0.03
H -1.055 2.857 1.102 0.14 0.01 0.26
H -1.045 1.789 0.048 0.20 -0.16 -0.05
O -0.697 1.978 0.939 -0.28 0.34 -0.40
H -2.141 -1.284 -0.265 0.28 0.06 -0.49
H -3.478 -0.749 -0.440 -0.37 0.16 -0.37
O -2.747 -1.038 -0.997 0.17 -0.09 0.71
```
Positions in Å, forces in eV/Å.

Results
Max |F|, hartree/bohr: 0.0360
E, eV: -12565.0281
Charge: 0
SMILES string: CCCC=O.O.O.O
HOMO, eV: -9.71

Atomic partial charges in e from the Mulliken method, atoms 1 to 8: number 1, O, carries -0.582; number 2, C, carries -0.178; number 3, C, carries -0.557; number 4, C, carries 0.256; number 5, C, carries -1.222; number 6, H, carries 0.346; number 7, H, carries 0.332; number 8, H, carries 0.361

---

ORCA calculation (wB97M-V/def2-TZVPD) on a cluster of 12 separate species, C54H60N12 in total at a distorted geometry.

Geometry as XYZ:
```
126
Properties=species:S:1:pos:R:3:forces:R:3
N 0.349 1.774 -0.261 -0.69 0.40 -1.01
C 0.874 0.616 -0.712 3.16 1.25 -2.79
C 0.319 -0.441 -0.157 -0.90 -1.69 0.81
C -0.650 0.065 0.700 -2.16 1.35 0.16
C -0.748 1.464 0.469 0.21 -1.63 2.09
H 0.564 2.690 -0.628 -0.06 -0.29 0.02
H 1.572 0.628 -1.537 0.28 0.16 0.21
H 0.403 -1.492 -0.390 0.54 0.17 0.05
H -1.260 -0.618 1.274 -0.42 0.57 0.18
H -1.381 2.253 0.849 0.03 -0.26 0.26
N -3.891 0.804 -3.961 1.49 -0.29 0.78
C -3.869 -0.453 -4.401 0.42 -2.35 -0.45
C -4.595 -0.559 -5.573 -0.12 -0.39 0.75
C -5.176 0.703 -5.756 1.59 2.40 -0.51
C -4.506 1.564 -4.869 -2.55 0.79 0.16
H -3.460 1.049 -3.081 -0.04 0.43 -0.41
H -3.265 -1.191 -3.894 -0.17 -0.05 -0.01
H -4.647 -1.420 -6.224 -0.25 -0.02 0.27
H -5.784 1.135 -6.537 0.00 -0.50 -0.21
H -4.576 2.620 -4.656 -0.36 0.00 -0.33
N -0.643 -7.653 1.366 0.07 1.16 -1.00
C -0.850 -8.990 1.544 -1.14 0.58 1.27
C -0.903 -9.637 0.342 0.79 0.59 1.79
C -0.613 -8.631 -0.583 -0.31 1.02 -2.22
C -0.501 -7.360 0.009 -0.38 -2.97 0.74
H -0.730 -6.892 2.024 0.11 -0.60 0.32
H -1.225 -9.350 2.491 0.50 0.00 0.18
H -1.024 -10.710 0.381 -0.06 0.10 -0.97
H -0.643 -8.852 -1.639 0.32 0.40 -0.16
H -0.394 -6.356 -0.377 0.12 -0.26 0.07
N -1.541 5.470 7.508 -1.84 1.47 -1.50
C -0.845 4.520 8.095 1.04 -2.87 0.08
C -0.748 3.433 7.199 0.46 1.58 0.10
C -1.331 3.886 5.976 -0.75 -0.43 0.64
C -1.952 5.095 6.217 1.18 0.30 0.87
H -1.802 6.326 7.976 -0.04 -0.19 -0.27
H -0.474 4.653 9.100 -0.03 -0.15 -0.08
H -0.245 2.484 7.307 0.07 0.22 0.27
H -1.324 3.287 5.078 -0.32 0.21 -0.06
H -2.591 5.752 5.646 0.26 -0.13 -0.08
N -0.373 8.080 -3.821 0.48 0.64 -0.49
C -0.266 8.173 -2.476 -0.54 -1.42 0.99
C -0.586 6.937 -1.942 -0.48 0.05 -1.08
C -0.900 6.050 -3.081 0.78 0.79 1.19
C -0.718 6.799 -4.201 0.31 0.82 -0.32
H -0.037 8.845 -4.389 -0.31 -0.48 -0.35
H -0.025 9.076 -1.934 0.01 0.03 -0.32
H -0.718 6.820 -0.877 0.12 -0.52 -0.11
H -1.060 4.983 -3.131 -0.28 0.12 0.37
H -0.755 6.550 -5.251 -0.08 -0.07 0.15
N -0.064 -4.399 5.167 -2.86 -1.31 0.66
C 0.825 -3.527 4.757 0.51 3.00 -0.99
C 2.022 -4.143 4.718 2.09 5.42 -1.61
C 1.837 -5.388 5.068 2.84 -5.28 1.28
C 0.568 -5.583 5.387 -2.10 -1.60 0.49
H -1.068 -4.306 5.109 0.23 0.19 0.24
H 0.642 -2.493 4.506 -0.44 -0.15 0.11
H 2.915 -3.569 4.519 0.19 -0.43 -0.18
H 2.623 -6.123 5.157 -0.11 -0.14 0.06
H 0.129 -6.497 5.759 -0.43 0.32 -0.10
N -5.073 -3.305 3.980 0.35 -0.13 0.73
C -5.698 -3.038 5.142 -1.30 -1.76 -1.68
C -6.965 -3.638 5.419 2.05 1.55 1.30
C -7.537 -4.485 4.518 0.00 -0.19 1.85
C -6.776 -4.837 3.449 -2.63 -1.20 -1.31
C -5.608 -4.249 3.173 1.77 1.30 0.32
H -5.197 -2.453 5.899 0.06 0.34 -0.21
H -7.268 -3.440 6.437 -0.87 -0.11 -0.08
H -8.418 -5.060 4.763 -0.30 0.29 -0.11
H -7.318 -5.525 2.818 0.80 -0.38 -0.61
H -5.021 -4.576 2.328 0.12 0.29 -0.19
N 4.267 -4.055 -6.832 -1.08 0.06 -0.94
C 3.986 -4.366 -5.577 -2.50 0.08 0.03
C 2.655 -4.187 -5.041 1.27 0.18 -0.61
C 1.641 -3.652 -5.856 0.62 -1.15 2.46
C 1.967 -3.315 -7.113 0.78 0.72 -2.23
C 3.243 -3.571 -7.593 1.39 0.45 1.06
H 4.774 -4.869 -5.036 0.05 0.27 0.41
H 2.499 -4.369 -3.988 -0.18 -0.29 0.00
H 0.622 -3.542 -5.515 0.04 0.18 0.33
H 1.290 -2.734 -7.721 -0.23 -0.34 -0.28
H 3.552 -3.236 -8.572 -0.15 -0.14 -0.23
N 5.317 1.610 -4.792 0.29 1.10 1.22
C 4.550 1.448 -5.852 1.86 -0.63 -2.52
C 5.139 1.313 -7.165 -0.34 0.48 2.01
C 6.527 1.458 -7.260 -0.43 -0.24 -0.10
C 7.310 1.750 -6.160 -1.50 -0.19 2.16
C 6.633 1.854 -4.873 0.24 -1.19 -2.91
H 3.486 1.321 -5.718 -0.09 -0.03 0.15
H 4.511 1.062 -8.008 0.08 0.08 -0.12
H 7.060 1.280 -8.182 -0.24 0.02 -0.31
H 8.381 1.708 -6.293 0.10 0.45 0.37
H 7.176 1.973 -3.947 0.02 0.13 0.05
N 2.871 7.894 2.095 -0.84 -2.16 -0.56
C 2.282 7.749 3.302 0.78 0.58 -1.61
C 2.108 6.543 3.979 -0.11 0.92 2.10
C 2.523 5.355 3.474 1.23 -0.08 -3.23
C 3.086 5.470 2.177 -1.58 0.01 0.69
C 3.140 6.696 1.505 0.63 -1.07 1.21
H 1.897 8.718 3.584 -0.01 -0.16 1.10
H 1.818 6.586 5.018 -0.73 0.12 0.01
H 2.398 4.321 3.761 -0.16 0.32 1.13
H 3.223 4.525 1.673 0.50 0.16 -0.45
H 3.445 6.510 0.486 0.25 1.35 -0.39
N -6.879 3.507 0.265 -1.83 -1.79 0.15
C -6.239 3.124 1.410 0.11 -0.38 -2.27
C -5.848 1.810 1.625 -1.31 -0.79 -0.36
C -6.386 0.811 0.773 1.42 0.59 1.47
C -7.271 1.163 -0.204 0.27 -0.54 -0.72
C -7.498 2.484 -0.476 1.77 2.11 1.62
H -5.855 3.876 2.083 -0.14 0.43 -0.19
H -5.239 1.601 2.492 0.14 -0.30 -0.10
H -6.052 -0.214 0.833 -0.05 -0.11 0.30
H -7.602 0.401 -0.894 -0.42 -0.02 0.04
H -8.103 2.694 -1.345 0.09 0.77 0.03
N 8.302 -2.416 1.604 -3.30 2.24 -2.55
C 7.809 -1.106 1.564 0.34 0.17 0.60
C 6.778 -0.534 0.777 1.86 -3.15 -0.18
C 6.249 -1.469 -0.135 -1.35 3.89 0.03
C 6.650 -2.747 -0.237 -0.68 0.32 0.56
C 7.612 -3.134 0.659 1.91 -1.71 1.01
H 8.255 -0.391 2.240 0.49 -0.27 0.40
H 6.559 0.524 0.793 -0.18 -0.16 0.14
H 5.469 -1.067 -0.764 -0.24 -0.27 -0.36
H 6.017 -3.336 -0.883 0.77 -0.78 -0.05
H 7.887 -4.175 0.571 0.36 -0.27 0.39
```
Positions in Å, forces in eV/Å.

Results
Max |F|, hartree/bohr: 0.1193
E, eV: -74843.3984
Charge: 0
SMILES string: c1cc[nH]c1.c1cc[nH]c1.c1cc[nH]c1.c1cc[nH]c1.c1cc[nH]c1.c1cc[nH]c1.c1ccncc1.c1ccncc1.c1ccncc1.c1ccncc1.c1ccncc1.c1ccncc1
HOMO, eV: -8.10

Atomic partial charges in e from the Mulliken method, atoms 1 to 8: number 1, N, carries 0.148; number 2, C, carries -0.750; number 3, C, carries -0.263; number 4, C, carries -0.312; number 5, C, carries -0.807; number 6, H, carries 0.215; number 7, H, carries 0.460; number 8, H, carries 0.426

---

What are the energy above the lowest of the compared OMol25 structures with the same formula, charge and spin values for these records? In order: 18.1, 0.0, 162.4 kcal per mole.
What are the frontier orbital gap values for these records? In order: 6.04, 10.37, 8.12 eV.